Formula: C20H25N7O2
Source: the OMol25 dataset
Level of theory: ωB97M-V/def2-TZVPD

```
54
Properties=species:S:1:pos:R:3
C -4.016 -3.829 1.010
C -3.460 -2.620 0.364
N -2.355 -2.634 -0.357
N -2.217 -1.356 -0.747
C -1.229 -0.791 -1.508
N -1.213 0.475 -1.773
C -2.205 1.281 -1.293
C -2.155 2.651 -1.578
C -3.139 3.487 -1.107
C -4.196 2.991 -0.341
C -4.267 1.652 -0.041
C -3.275 0.786 -0.509
C -3.256 -0.610 -0.233
N -4.040 -1.402 0.466
H -5.070 1.242 0.551
H -4.960 3.666 0.016
H -3.096 4.543 -1.332
H -1.331 3.019 -2.169
N -0.300 -1.622 -2.040
N 0.862 -1.049 -2.560
C 2.064 -1.609 -2.272
O 2.148 -2.686 -1.715
C 3.241 -0.768 -2.707
H 2.964 -0.136 -3.550
H 4.061 -1.426 -2.996
C 3.687 0.118 -1.530
C 2.541 1.021 -1.087
O 2.279 2.022 -1.735
N 1.810 0.667 -0.007
C 1.992 -0.476 0.858
H 2.608 -1.240 0.388
C 2.587 -0.042 2.204
C 2.791 -1.248 3.114
H 1.842 -1.742 3.308
H 3.217 -0.938 4.065
H 3.463 -1.968 2.653
C 1.654 0.992 2.840
C 1.401 2.151 1.878
C 0.871 1.625 0.546
H 0.748 2.431 -0.178
H -0.096 1.133 0.695
H 0.680 2.848 2.306
H 2.333 2.691 1.699
H 2.091 1.364 3.769
H 0.704 0.510 3.087
H 3.557 0.431 2.012
H 1.004 -0.919 1.035
H 4.078 -0.495 -0.722
H 4.482 0.778 -1.880
H 0.737 -0.070 -2.793
H -0.140 -2.533 -1.616
H -4.103 -3.666 2.082
H -3.368 -4.677 0.813
H -5.012 -4.026 0.618
```

The HOMO energy comes out at -8.4 eV. Its spin multiplicity is 1. The molecular weight comes out at 395.5 g mol⁻¹. Its SMILES is Cc1nc2c3ccccc3nc(NNC(=O)CCC(=O)N3CCC[C@@H](C)C3)n2n1. The energy relative to the best compared isomer or geometry (same formula, charge and spin) is 44.6 kJ/mol. As for the charge: 0.

Löwdin analysis output, partial charges in e: C -0.0223; C -0.4015; N 0.1558; N 0.0218; C -0.3018; N 0.1766; C -0.2250; C -0.0180; C -0.0734; C -0.0827; C -0.0195; C -0.0900; C -0.2067; N 0.1874; H 0.1146; H 0.1017; H 0.1044; H 0.1151; N 0.1184; N 0.0990; C -0.4989; O 0.0628; C -0.0802; H 0.1230; H 0.1261; C -0.0771; C -0.4752; O 0.0468; N -0.0375; C -0.1308; H 0.1094; C -0.3586; C -0.0656; H 0.0820; H 0.0780; H 0.0784; C -0.1743; C -0.1558; C -0.1488; H 0.1156; H 0.1189; H 0.1137; H 0.1207; H 0.1157; H 0.1211; H 0.1463; H 0.1380; H 0.1100; H 0.1263; H 0.1379; H 0.1401; H 0.0804; H 0.0765; H 0.0811


Formula: C20H25O8S2
Source: the OMol25 dataset
Level of theory: ωB97M-V/def2-TZVPD

```
55
Properties=species:S:1:pos:R:3
C -3.889 -0.350 1.428
C -2.783 0.605 1.752
O -1.580 -0.142 2.040
C -0.682 0.586 2.767
C 0.608 -0.099 2.801
C 1.847 0.671 2.932
O 2.032 1.776 3.402
C 2.955 -0.219 2.316
C 2.372 -1.628 2.304
C 0.830 -1.440 2.242
O -0.925 1.653 3.312
H -4.759 0.211 1.077
H -3.597 -1.076 0.663
H -4.182 -0.904 2.323
H -2.561 1.267 0.903
H -3.026 1.196 2.642
H 3.107 0.103 1.271
H 3.910 -0.118 2.840
H 2.732 -2.242 1.468
H 2.652 -2.143 3.233
H 0.276 -2.230 2.782
H 0.518 -1.461 1.180
C -6.335 -2.204 7.166
O -5.751 -2.313 5.847
C -4.420 -2.045 5.750
C -3.664 -1.531 6.834
C -2.336 -1.224 6.637
C -1.687 -1.504 5.416
C -0.237 -1.344 5.329
C 0.570 -2.139 6.060
S 2.341 -2.071 5.965
O 2.785 -3.279 5.297
O 2.723 -0.765 5.470
C 2.763 -2.158 7.705
C 2.488 -3.517 8.315
C 1.360 -4.309 7.688
S -0.061 -3.271 7.317
O -0.351 -2.475 8.497
O -1.055 -4.132 6.715
C -2.452 -1.995 4.340
C -3.802 -2.227 4.487
H -7.380 -2.478 7.041
H -5.838 -2.887 7.865
H -6.251 -1.183 7.558
H -4.114 -1.363 7.816
H -1.774 -0.765 7.449
H 0.214 -0.510 4.785
H 3.833 -1.923 7.695
H 2.213 -1.339 8.186
H 3.404 -4.113 8.266
H 2.249 -3.374 9.372
H 1.646 -4.841 6.777
H 0.933 -5.023 8.401
H -1.929 -2.253 3.415
H -4.402 -2.557 3.640
```

The HOMO energy comes out at -3.1 eV. Its spin multiplicity is 1. The molecular weight comes out at 457.5 g mol⁻¹. The energy relative to the best compared isomer or geometry (same formula, charge and spin) is 0.0 kJ/mol. As for the charge: -1.

Löwdin analysis output, partial charges in e: C -0.0802; C -0.2352; O -0.0566; C -0.5018; C -0.1996; C -0.4390; O 0.0044; C -0.1277; C -0.1876; C -0.1872; O 0.0478; H 0.0734; H 0.0791; H 0.0401; H 0.1241; H 0.1167; H 0.1097; H 0.1021; H 0.0957; H 0.0629; H 0.0938; H 0.1068; C -0.0761; O -0.0945; C -0.2567; C -0.0133; C -0.0422; C -0.2062; C -0.0067; C -0.2959; S 0.6763; O -0.3048; O -0.2612; C -0.2413; C -0.2469; C -0.2527; S 0.6880; O -0.3088; O -0.2943; C -0.0110; C -0.0049; H 0.0846; H 0.0936; H 0.0871; H 0.1026; H 0.1172; H 0.1152; H 0.1114; H 0.1169; H 0.1193; H 0.1162; H 0.1043; H 0.1109; H 0.1207; H 0.1111


Formula: C20H26BCl36F8N2O3S
Source: the OMol25 dataset
Level of theory: ωB97M-V/def2-TZVPD

```
97
Properties=species:S:1:pos:R:3
C -2.291 -8.618 0.852
B -1.104 -7.675 0.609
O 0.195 -7.992 0.476
N -1.328 -6.054 0.538
F -0.932 -5.607 1.789
C -2.743 -5.596 0.290
C -3.607 -5.632 1.550
C -5.070 -5.397 1.124
C -5.950 -4.903 2.291
N -5.711 -5.484 3.607
S -0.277 -5.357 -0.790
O -0.688 -4.025 -1.033
O -0.467 -6.402 -1.739
C 1.573 -5.302 -0.251
F 2.017 -4.269 -0.941
F 2.095 -6.399 -0.727
C 2.033 -5.112 1.236
F 3.367 -5.111 1.155
F 1.662 -6.168 1.970
C 1.560 -3.764 1.917
F 2.598 -3.014 2.209
F 0.886 -4.016 3.017
F 0.781 -3.115 1.058
H -2.504 -8.703 1.929
H -1.975 -9.615 0.519
H -3.217 -8.366 0.331
H 0.672 -8.322 1.254
H -3.145 -6.224 -0.511
H -2.682 -4.570 -0.092
H -3.316 -4.828 2.235
H -3.503 -6.584 2.079
H -5.505 -6.290 0.664
H -5.039 -4.591 0.374
H -6.997 -5.104 2.040
H -5.847 -3.819 2.387
H -4.943 -5.052 4.106
H -5.585 -6.488 3.600
C 5.531 -6.300 -1.996
Cl 6.948 -5.923 -1.018
Cl 5.663 -5.583 -3.598
Cl 5.265 -8.040 -2.092
H 4.671 -5.861 -1.508
C -6.368 -0.139 0.905
Cl -6.475 0.478 2.544
Cl -5.916 -1.862 0.926
Cl -7.873 0.088 0.029
H -5.586 0.398 0.385
C 0.641 0.491 1.829
Cl 1.848 1.578 1.171
Cl -0.456 1.314 2.930
Cl -0.299 -0.296 0.546
H 1.153 -0.287 2.381
C 7.727 -2.032 -1.655
Cl 8.251 -1.063 -0.275
Cl 6.639 -1.108 -2.690
Cl 9.110 -2.631 -2.561
H 7.183 -2.886 -1.273
C 0.594 4.159 -2.297
Cl 0.278 2.532 -1.697
Cl -0.651 4.697 -3.414
Cl 0.746 5.291 -0.944
H 1.538 4.144 -2.825
C 10.839 1.415 -1.492
Cl 11.384 2.407 -0.140
Cl 9.728 2.312 -2.528
Cl 12.205 0.796 -2.417
H 10.300 0.570 -1.089
C -8.779 3.415 4.091
Cl -9.308 1.733 4.093
Cl -7.069 3.540 4.516
Cl -9.096 4.171 2.533
H -9.344 3.944 4.846
C 3.398 8.132 -1.665
Cl 3.488 9.207 -0.267
Cl 2.729 8.968 -3.059
Cl 4.987 7.456 -2.029
H 2.735 7.315 -1.411
C -3.117 -1.177 4.515
Cl -4.229 -2.070 5.537
Cl -2.932 -1.962 2.927
Cl -3.610 0.488 4.293
H -2.141 -1.181 4.983
C -1.279 9.149 -4.663
Cl -2.880 9.707 -4.187
Cl -0.201 10.523 -4.930
Cl -0.609 8.043 -3.468
H -1.375 8.615 -5.599
C -2.660 13.712 -4.772
Cl -1.245 14.634 -5.274
Cl -3.625 14.615 -3.606
Cl -3.633 13.240 -6.166
H -2.314 12.806 -4.291
C 6.427 11.496 -0.815
Cl 6.541 12.579 0.573
Cl 5.750 12.330 -2.212
Cl 7.999 10.795 -1.199
H 5.758 10.688 -0.552
```

The HOMO energy comes out at -11.8 eV. Its spin multiplicity is 1. The molecular weight comes out at 1813.6 g mol⁻¹. The energy relative to the best compared isomer or geometry (same formula, charge and spin) is 0.0 kJ/mol. As for the charge: +1.

Löwdin analysis output, partial charges in e: C 0.0511; B -0.4334; O 0.1956; N -0.1248; F 0.0685; C -0.1141; C -0.1787; C -0.1792; C -0.2954; N 0.0080; S 0.8686; O -0.1922; O -0.1804; C -0.4590; F 0.1722; F 0.1735; C -0.3439; F 0.1845; F 0.1579; C -0.5693; F 0.2201; F 0.2054; F 0.1296; H 0.1043; H 0.1004; H 0.0863; H 0.1589; H 0.1506; H 0.1314; H 0.0896; H 0.1036; H 0.1188; H 0.0915; H 0.1166; H 0.0300; H 0.0511; H 0.0692; C -1.5724; Cl 0.5486; Cl 0.5500; Cl 0.5401; H -0.0252; C -1.5161; Cl 0.5099; Cl 0.5435; Cl 0.5577; H 0.0176; C -1.5424; Cl 0.5444; Cl 0.5416; Cl 0.5124; H -0.0005; C -1.5603; Cl 0.5493; Cl 0.5267; Cl 0.5391; H -0.0285; C -1.5336; Cl 0.5053; Cl 0.5265; Cl 0.5373; H 0.0168; C -1.5773; Cl 0.5286; Cl 0.5175; Cl 0.5278; H -0.0581; C -1.5513; Cl 0.5083; Cl 0.5084; Cl 0.5318; H 0.0113; C -1.5474; Cl 0.5545; Cl 0.5181; Cl 0.5332; H -0.0431; C -1.5389; Cl 0.5613; Cl 0.4903; Cl 0.5232; H 0.0109; C -1.5329; Cl 0.5423; Cl 0.5325; Cl 0.4911; H 0.0156; C -1.5789; Cl 0.5237; Cl 0.5288; Cl 0.5154; H -0.0360; C -1.5759; Cl 0.5261; Cl 0.5217; Cl 0.5221; H -0.0596